No. 1
{"formula": "C12H16N2O", "method": "ωB97M-V/def2-TZVPD", "elements": ["O", "C", "C", "C", "H", "C", "H", "N", "H", "H", "H", "H", "H", "H", "C", "C", "C", "H", "C", "N", "C", "C", "H", "H", "H", "H", "C", "H", "H", "C", "H"], "xyz": [[-2.500112, 2.575729, -1.713129], [0.355068, -1.665036, 1.829483], [-1.097176, 0.710821, -1.327762], [0.218630, 0.233095, -1.241545], [3.234855, 0.660813, -2.480571], [2.611398, 0.419466, -1.636220], [0.713926, -0.423056, 3.737157], [-0.757173, -1.607886, 0.984028], [-1.364925, 0.652986, 3.053281], [1.345435, -4.896449, 1.369325], [2.153016, -2.668988, 1.016591], [-3.106166, 1.836916, -1.829568], [-1.963801, 0.092726, -1.376287], [0.561374, -4.300926, 0.240375], [1.297730, -2.788900, 1.704053], [0.587907, -4.084531, 1.339325], [-0.169337, 2.965611, -1.697907], [-0.461236, 4.005860, -1.676914], [1.251300, 1.027044, -1.682551], [-0.858658, 0.055278, 2.424212], [-1.419268, -0.539086, 1.320508], [-1.224923, 2.039582, -1.545630], [2.655876, -0.625176, -1.233657], [0.363441, -0.805460, -1.003606], [-0.317567, -4.212684, 1.913900], [-2.418564, -0.273815, 1.003811], [0.224677, -0.716216, 2.799875], [1.854396, 3.196064, -1.950743], [2.145021, -2.890167, 2.489582], [1.099921, 2.422636, -1.898668], [3.221320, 0.858360, -0.821067]], "forces_ev_per_a": [[0.2516, 0.0109, 0.1496], [-0.6389, -0.0622, 0.5038], [1.5124, 0.1641, -0.1760], [-0.9565, 0.0551, -1.3827], [0.0278, -0.6129, -0.7245], [1.4376, -0.0827, 1.9544], [0.1909, -0.5257, -0.7717], [0.7487, 0.3579, -0.3857], [0.0921, 0.2512, -0.1123], [-0.4509, -0.0619, 1.6255], [-0.9360, 0.6635, -1.2062], [-0.0954, 0.1207, 0.0852], [-0.3822, -0.5743, 0.4453], [-1.4367, 1.3509, 0.5032], [2.9074, -0.7621, 0.1413], [2.3089, -1.2016, -1.3791], [-0.2302, -1.7071, -0.1492], [0.4046, 0.1234, -0.3106], [1.1543, 0.2363, 0.8867], [-0.5713, -0.4722, -0.2557], [-0.1743, -0.4650, 1.6308], [-1.3460, 1.7780, -0.6073], [-0.3789, 0.4827, -1.3310], [0.2562, -0.1449, -0.0144], [-0.1341, -0.5360, -0.2552], [0.2808, 0.1387, -0.2747], [0.0423, 1.0565, 0.2712], [0.7450, -0.6782, -0.4216], [-2.3863, 0.0692, 0.3578], [-1.8409, 0.5538, 1.3047], [-0.4015, 0.4742, -0.1017]], "mulliken_charge": [-0.569, 0.506, -1.176, -0.417, 0.381, -1.348, 0.436, -0.502, 0.242, 0.372, 0.115, 0.296, 0.460, 0.247, -0.212, -1.112, -0.724, 0.407, 0.559, -0.040, -0.384, 1.145, 0.261, 0.566, 0.338, 0.440, -0.744, 0.337, 0.323, -0.500, 0.297], "spin_multiplicity": 1, "e_above_lowest_kj_mol": 271.2, "lumo_ev": 0.74}

No. 2
{"formula": "C12H16N2O", "method": "ωB97M-V/def2-TZVPD", "elements": ["C", "H", "N", "N", "O", "H", "H", "H", "C", "H", "C", "H", "C", "H", "H", "H", "C", "H", "C", "C", "C", "C", "H", "H", "C", "H", "H", "H", "C", "H", "C"], "xyz": [[-0.838923, 0.565797, 3.497237], [-3.229070, 2.007029, -0.381294], [-1.404676, -0.326662, 2.623218], [0.549437, 0.367648, 3.579362], [-2.453959, 1.698763, 0.089678], [-0.551531, -1.616122, -1.002524], [-0.207148, 0.503655, -3.817107], [2.089287, 1.800081, -3.555091], [-0.160369, 1.159071, -0.007965], [-0.101958, 1.297122, 1.097099], [-0.472692, -2.210728, 1.167295], [-2.501028, 0.895182, -2.619478], [-1.391173, 1.338224, -0.606725], [1.140954, -2.120555, -0.099064], [2.170381, -0.077502, -3.785873], [-0.349517, -3.255022, -0.722191], [0.792857, -0.652372, 2.783669], [-1.652316, -2.471152, 1.355724], [-0.349037, -1.081127, 2.107082], [1.052173, 0.959876, -0.770733], [-0.270680, 0.857765, -2.705571], [0.969457, 0.819401, -2.088199], [-1.429586, 1.305118, 3.853435], [1.837766, -1.123242, 2.855184], [2.210917, 0.814729, -3.109165], [-0.098029, -3.078073, 1.525027], [1.922171, 0.820198, -0.208103], [3.096192, 0.867768, -2.393414], [-1.479308, 1.073237, -2.043467], [1.193100, 1.149739, 3.679743], [-0.083694, -2.287833, -0.297800]], "forces_ev_per_a": [[0.9452, -4.0441, -3.7110], [0.2664, -0.2205, -0.6200], [1.7850, 1.2295, 1.1969], [-2.8609, 2.5516, 1.0835], [-0.9183, 0.3086, 1.9915], [0.3420, 0.9087, 0.1660], [-0.7031, 1.0349, 1.9633], [0.4262, -0.3254, -0.6995], [0.9865, 0.7653, 0.5923], [-0.0327, -0.1030, -1.1292], [-6.2243, 0.2722, -0.2704], [2.2237, 0.7454, 1.4767], [0.7588, -0.7517, -3.4533], [-3.0067, -0.4967, -1.8209], [0.3079, 1.0774, 0.5393], [0.5854, -0.3648, 0.4496], [2.7813, -3.4848, -2.3191], [2.3160, 0.5872, -0.9803], [1.4767, 1.4147, 2.0575], [-2.9047, 0.0654, 2.5429], [-1.3541, -1.2713, -2.1533], [1.6018, 0.1213, -3.5524], [-1.0944, 2.3485, 1.5516], [-1.7418, 0.8199, -0.6497], [-0.8482, -0.2603, 3.2614], [1.7399, -2.5214, 1.8363], [1.4221, 0.0376, 0.5701], [-0.6438, -0.4032, -1.4815], [-0.5496, -0.5443, -0.0169], [-0.1690, -0.5148, 0.5550], [3.0869, 1.0178, 1.0237]], "mulliken_charge": [-0.489, 0.344, -0.513, -0.100, -0.500, 0.068, 0.157, 0.358, -0.385, 0.199, -1.128, 0.178, 0.553, 0.141, 0.346, 0.387, -0.331, 0.276, 0.764, -0.422, -0.478, 0.804, 0.463, 0.331, -1.411, 0.520, 0.451, 0.313, -0.542, 0.278, -0.630], "spin_multiplicity": 1, "e_above_lowest_kj_mol": 387.4, "lumo_ev": 0.80}

No. 3
{"formula": "C12H16N2O3", "method": "ωB97M-V/def2-TZVPD", "elements": ["O", "C", "C", "H", "C", "H", "O", "H", "C", "C", "H", "C", "H", "H", "H", "O", "C", "H", "N", "C", "H", "N", "C", "H", "H", "H", "H", "C", "C", "H", "H", "H", "C"], "xyz": [[-3.117650, 1.149552, -3.882603], [1.880113, -0.369469, 0.885289], [1.350835, 0.780645, 0.050330], [-2.718181, -0.944034, -4.858594], [0.322659, 1.305648, 1.027554], [0.945860, 0.462709, -0.917771], [-1.681523, -0.955443, -0.527759], [0.627241, -1.719850, 2.031744], [-3.341090, -1.085291, -4.042018], [1.274485, 1.659277, 2.154527], [-4.430700, -1.297601, -4.252375], [-1.117570, 0.124601, 2.687445], [-1.811755, -0.744920, 2.715823], [-3.442278, -0.696674, -1.444739], [1.175700, 2.378218, 2.993146], [-3.850855, 2.197002, -1.031528], [-3.283843, 1.175609, -1.102501], [-2.353568, 1.777814, 0.544033], [-2.499846, 0.956794, 0.023396], [-3.412612, 0.168421, -3.261269], [-1.666397, 1.074631, 2.875945], [-3.692416, 0.140796, -1.933268], [-0.489282, 0.058162, 1.324918], [-2.900705, -1.912983, -3.498957], [-0.316098, 2.122911, 0.709454], [2.760636, -0.977514, 0.648974], [2.965260, 0.398468, 2.914596], [2.231501, 0.588386, 2.091145], [0.541912, -1.092449, 1.141160], [-0.481329, -0.022943, 3.461637], [0.502269, -1.883818, 0.271988], [2.100927, 1.514626, -0.110810], [-1.657034, -0.041641, 0.281445]], "forces_ev_per_a": [[-0.1293, 1.9711, 0.2305], [0.3399, 2.2143, 2.3121], [-0.0403, -0.2790, -2.5302], [0.5320, 0.5386, -1.7962], [0.6815, 1.2817, -0.1057], [-0.1827, -0.0321, 0.0844], [0.1143, -1.3825, 0.4753], [-0.2626, 0.1209, 0.1221], [-2.5427, -1.6283, 1.9593], [2.6939, -4.0067, 0.6236], [1.2661, -0.3029, -0.3822], [-3.1800, -0.5277, -1.5077], [-0.0349, 0.6890, 0.3761], [0.1588, -1.0450, -0.3716], [0.0160, -0.5479, -0.8604], [-1.3221, 3.6557, -1.3656], [-1.6711, -0.6069, 1.3423], [-0.4182, 1.2319, 0.5832], [0.9242, -0.3167, 1.0045], [1.5667, -0.0878, -1.8184], [0.1823, -0.6216, -0.2650], [0.6528, -0.4730, 1.4540], [-1.1180, -0.4755, -0.5384], [-0.2742, -0.3188, 0.4428], [0.1624, 0.2512, -0.2784], [-0.5569, 0.1486, -0.5805], [-0.5596, 0.1261, -1.0153], [-2.4290, 2.1252, 1.6573], [0.9447, -2.2289, -0.5185], [2.3260, -0.2726, 2.1954], [-0.9205, 1.8981, 1.4248], [0.6268, 0.6328, -0.4696], [2.4536, -1.7315, -1.8839]], "mulliken_charge": [-0.581, -0.181, -0.847, 0.335, -0.357, 0.334, -0.745, 0.444, -1.053, -0.910, 0.266, -2.230, 0.464, 0.368, 0.387, -0.526, 0.229, 0.251, -0.142, 0.719, 0.319, -0.214, 2.158, 0.321, 0.749, 0.458, 0.359, -0.467, -1.219, 0.690, 0.259, 0.445, -0.083], "spin_multiplicity": 1, "e_above_lowest_kj_mol": 290.3, "lumo_ev": 0.49}